## one
C75H170N6O13 | ωB97M-V/def2-TZVPD

Geometry as ORCA input:
```
! wB97M-V def2-TZVPD RIJCOSX def2/J DEFGRID3
* xyz 0 1
C -2.5950 5.9638 7.4332
C -3.1869 4.6084 7.2163
C -3.7206 4.6918 5.7573
C -4.1741 3.3138 5.2007
C -2.9324 2.4363 5.3316
C -2.3623 2.1676 6.7154
N -2.2025 3.4844 7.4065
O -1.7291 3.4352 8.7278
C -3.3251 1.1975 7.4265
C -0.9630 1.5219 6.5851
C -4.4799 4.4476 8.1113
H -2.3612 6.0146 8.4966
H -3.2026 6.7952 7.0758
H -1.6757 6.0735 6.8579
H -4.4503 5.4977 5.6786
H -2.9592 4.9452 5.0196
H -4.5213 3.3730 4.1691
H -5.0201 2.9321 5.7722
H -2.2058 2.9997 4.7460
H -3.1448 1.5020 4.8120
H -3.3339 0.1778 7.0415
H -3.0642 1.0484 8.4743
H -4.3519 1.5523 7.5157
H -0.3165 2.0517 5.8855
H -0.5190 1.5564 7.5800
H -1.1527 0.4919 6.2830
H -4.2402 4.1178 9.1221
H -5.1150 3.7197 7.6063
H -4.9605 5.4259 8.1100
H -0.8491 3.7959 8.5971
C 6.0473 0.1414 6.1091
C 7.2975 -0.7108 6.3914
C 8.5127 0.2928 6.3969
C 9.7720 -0.2748 6.9916
C 9.5007 -0.6441 8.4302
C 8.3821 -1.6917 8.5666
N 7.1951 -1.1678 7.8259
O 6.0374 -1.8540 8.0991
C 8.7941 -3.1278 8.0470
C 8.0957 -1.7922 10.1071
C 7.4799 -1.8230 5.2995
H 6.1477 0.6471 5.1487
H 5.7397 0.7074 6.9883
H 5.1999 -0.4865 5.8339
H 8.7733 0.3953 5.3435
H 8.2004 1.2403 6.8360
H 10.4570 0.5721 6.9504
H 10.2583 -1.1096 6.4871
H 9.0448 0.2182 8.9167
H 10.3505 -0.9441 9.0432
H 9.5004 -3.7053 8.6435
H 7.9064 -3.7589 8.0037
H 9.1926 -3.1631 7.0330
H 7.9371 -0.7612 10.4231
H 7.2420 -2.3289 10.5211
H 8.9408 -2.1894 10.6694
H 7.0628 -1.5674 4.3254
H 6.9971 -2.7175 5.6931
H 8.4673 -2.1433 4.9671
H 5.5678 -1.2064 8.6298
C -8.3462 -8.7013 3.9974
C -7.8685 -7.4724 4.7592
C -6.4983 -7.8951 5.3593
C -5.2827 -7.8226 4.4761
C -5.2078 -6.4411 3.8417
C -6.4648 -5.9476 3.0974
N -7.7169 -6.2744 3.9044
O -8.9209 -5.8367 3.2677
C -6.2908 -4.4137 2.9976
C -6.5473 -6.6207 1.7091
C -8.7811 -7.1816 5.8843
H -7.7502 -8.9253 3.1127
H -9.3336 -8.4350 3.6202
H -8.4904 -9.5831 4.6216
H -6.3252 -7.3323 6.2766
H -6.5317 -8.9378 5.6750
H -5.2846 -8.6870 3.8122
H -4.4228 -7.9245 5.1382
H -4.3369 -6.4135 3.1868
H -5.0057 -5.6947 4.6099
H -6.3946 -3.8558 3.9283
H -5.3511 -4.2517 2.4696
H -7.0241 -3.9070 2.3702
H -6.3199 -7.6867 1.7157
H -7.4871 -6.4053 1.2008
H -5.8045 -6.2432 1.0064
H -8.7500 -7.9876 6.6174
H -9.8031 -6.9989 5.5521
H -8.3225 -6.3098 6.3510
H -9.1248 -6.5743 2.6880
C 3.5055 -1.9633 -10.1276
C 4.9714 -2.3385 -9.9266
C 5.8329 -1.0906 -10.2318
C 5.8297 -0.1090 -9.0101
C 6.2165 -0.7710 -7.7068
C 5.3803 -2.0365 -7.3901
N 5.2976 -2.9288 -8.6060
O 4.7413 -4.1600 -8.2947
C 6.0751 -2.7821 -6.1956
C 3.9907 -1.6543 -6.8474
C 5.3640 -3.3755 -11.0192
H 2.8181 -2.7502 -9.8170
H 3.2775 -1.5532 -11.1114
H 3.2205 -1.0682 -9.5748
H 6.8623 -1.3812 -10.4411
H 5.4862 -0.4967 -11.0775
H 4.8242 0.3081 -8.9543
H 6.4706 0.7575 -9.1727
H 6.0202 -0.0992 -6.8712
H 7.2838 -0.9922 -7.7122
H 5.4025 -3.5117 -5.7447
H 7.0180 -3.2156 -6.5289
H 6.5000 -2.1038 -5.4557
H 3.3586 -1.2122 -7.6176
H 3.4549 -2.5182 -6.4542
H 4.0909 -1.0038 -5.9786
H 5.0571 -3.1105 -12.0309
H 4.8896 -4.3294 -10.7887
H 6.4232 -3.6310 -11.0487
H 3.8100 -3.9348 -8.2351
C -9.7264 0.1822 -4.6539
C -9.4694 1.6274 -4.0494
C -10.5336 1.8499 -2.9344
C -10.3373 0.9566 -1.7506
C -8.8368 1.1073 -1.2680
C -7.6817 0.9990 -2.3190
N -8.0733 1.7751 -3.5895
O -7.1308 1.7454 -4.5784
C -6.3717 1.6095 -1.6435
C -7.3041 -0.5475 -2.6312
C -9.7603 2.7011 -5.0945
H -10.7214 -0.0159 -5.0524
H -9.4936 -0.5486 -3.8794
H -9.0118 0.0006 -5.4567
H -10.3189 2.8496 -2.5568
H -11.5340 1.8914 -3.3651
H -10.6068 -0.0876 -1.9085
H -10.9735 1.2320 -0.9095
H -8.6521 0.2955 -0.5644
H -8.6725 2.0004 -0.6652
H -5.5724 1.3770 -2.3471
H -6.5728 2.6516 -1.3951
H -6.0764 1.0810 -0.7370
H -6.9088 -0.6338 -3.6433
H -6.5959 -0.8365 -1.8547
H -8.1354 -1.2525 -2.6388
H -9.4356 2.2869 -6.0490
H -9.3600 3.6955 -4.8970
H -10.8375 2.7800 -5.2410
H -6.7731 2.6201 -4.4093
C -2.5107 5.8786 -4.1967
C -2.9607 7.3621 -4.2548
C -1.9184 8.3804 -4.7816
C -1.7477 8.2752 -6.2834
C -3.1201 8.6702 -6.9138
C -4.2489 7.6986 -6.4282
N -4.2301 7.5656 -4.9721
O -5.2600 6.8291 -4.3972
C -5.6283 8.3363 -6.7811
C -4.1103 6.3538 -7.1875
C -3.0857 7.8302 -2.7722
H -3.3573 5.2140 -4.0245
H -1.8691 5.6641 -3.3420
H -2.0316 5.5654 -5.1244
H -2.1469 9.4015 -4.4762
H -1.0168 8.0443 -4.2697
H -1.4790 7.2613 -6.5800
H -0.9102 8.9011 -6.5915
H -2.8764 8.6051 -7.9742
H -3.3784 9.7042 -6.6855
H -5.6021 9.3647 -6.4211
H -5.7236 8.4451 -7.8615
H -6.5291 7.8465 -6.4113
H -4.7044 6.1590 -8.0804
H -3.1063 6.0616 -7.4951
H -4.4972 5.5295 -6.5884
H -3.4989 8.8212 -2.5843
H -2.1851 7.7360 -2.1654
H -3.8137 7.1992 -2.2624
H -5.7334 7.5269 -3.9383
C 2.1845 4.8736 1.9810
C 2.8235 6.0343 1.2273
C 4.0134 6.7013 2.0231
O 3.3199 5.4624 -0.0085
H 2.9823 4.2271 2.3466
H 1.5163 4.3514 1.2962
H 1.5441 5.2817 2.7630
H 2.1062 6.8056 0.9470
H 4.7904 5.9662 2.2327
H 3.6352 7.0764 2.9741
H 4.4418 7.5110 1.4323
H 3.9054 4.7292 0.1943
C 4.3824 -7.6877 1.6866
C 5.0691 -6.3537 1.7236
C 5.7993 -6.0118 0.4208
O 4.0471 -5.3759 2.0217
H 5.0678 -8.5260 1.5615
H 3.7164 -7.8602 0.8412
H 3.8256 -7.9326 2.5911
H 5.8169 -6.3197 2.5159
H 6.7391 -6.5609 0.3638
H 5.9646 -4.9363 0.3561
H 5.2983 -6.2560 -0.5159
H 3.7716 -5.6374 2.9034
C 3.5753 5.3721 -6.0337
C 4.7732 6.2441 -5.7762
C 4.3141 7.5919 -5.1506
O 5.5718 5.7779 -4.6898
H 2.8042 5.7710 -6.6927
H 3.1702 5.0726 -5.0671
H 3.7809 4.4033 -6.4890
H 5.3139 6.4531 -6.6992
H 5.1523 8.2882 -5.1216
H 3.8541 7.4707 -4.1699
H 3.6403 8.1879 -5.7661
H 4.9697 5.6258 -3.9578
C 0.2576 -5.2249 6.3690
C 1.4118 -5.0087 7.3401
C 1.2679 -5.9260 8.5646
O 2.6065 -5.3040 6.6502
H 0.1660 -6.2185 5.9302
H 0.1997 -4.5374 5.5251
H -0.7189 -5.0629 6.8254
H 1.4645 -3.9727 7.6748
H 2.0984 -5.8233 9.2630
H 1.0210 -6.9568 8.3102
H 0.4116 -5.6732 9.1898
H 3.2053 -4.6456 7.0101
C 0.4238 -1.5245 0.3314
C 1.4540 -1.0049 -0.7424
C 0.8209 0.2334 -1.4412
O 2.6820 -0.6755 -0.0969
H 0.7747 -2.4900 0.6959
H -0.5656 -1.6481 -0.1089
H 0.2329 -0.7954 1.1189
H 1.6759 -1.7700 -1.4863
H 1.4267 0.8009 -2.1476
H 0.4264 0.9735 -0.7449
H -0.0351 -0.1784 -1.9756
H 2.8387 -1.4056 0.5065
C 0.6312 -7.1980 -5.5328
C -0.4081 -6.2920 -6.1290
C -0.9170 -5.2273 -5.1876
O 0.1691 -5.5903 -7.2009
H 0.2476 -8.0025 -4.9054
H 1.4241 -6.6971 -4.9773
H 1.1921 -7.6610 -6.3447
H -1.2161 -6.9003 -6.5353
H -0.2612 -4.3578 -5.1432
H -0.9484 -5.5587 -4.1497
H -1.8766 -4.8910 -5.5803
H -0.4839 -4.9386 -7.4664
C 9.0021 2.6098 -1.7522
C 7.9080 1.6692 -1.5236
C 8.4117 0.5777 -0.6378
O 6.8157 2.1411 -0.7481
H 8.7211 3.5777 -2.1672
H 9.6409 2.1354 -2.4972
H 9.5332 2.8535 -0.8321
H 7.4871 1.3797 -2.4864
H 7.6300 -0.1818 -0.6475
H 8.6124 0.9014 0.3835
H 9.3006 0.0835 -1.0298
H 6.2445 1.3928 -0.5600
*
```

E_HOMO	-8.155	eV
LUMO energy	0.01	eV

***

## two
C75H170N6O13 | ωB97M-V/def2-TZVPD

Geometry as ORCA input:
```
! wB97M-V def2-TZVPD RIJCOSX def2/J DEFGRID3
* xyz 0 1
C 1.9752 0.6783 -8.4017
C 0.5274 0.8095 -7.6935
C -0.1418 -0.6417 -7.6897
C -1.2916 -0.7034 -6.7221
C -0.8697 -0.2661 -5.3385
C -0.1674 1.1328 -5.2248
N 0.7815 1.2192 -6.3026
O 1.6300 2.3552 -6.2194
C -1.3207 2.1742 -5.1962
C 0.5874 1.2247 -3.8805
C -0.3073 1.9273 -8.5696
H 1.8777 0.4437 -9.4617
H 2.4779 -0.1175 -7.8520
H 2.5463 1.6026 -8.3144
H -0.4950 -0.9727 -8.6663
H 0.5691 -1.3377 -7.2442
H -1.7144 -1.7073 -6.6838
H -2.1617 -0.2270 -7.1737
H -0.2390 -1.0075 -4.8479
H -1.7202 -0.3568 -4.6629
H -1.0862 3.1293 -4.7261
H -1.5817 2.4645 -6.2139
H -2.2313 1.7068 -4.8214
H 1.1768 2.1056 -3.6263
H -0.1785 1.2751 -3.1066
H 1.0683 0.2807 -3.6243
H -0.3011 1.6131 -9.6133
H 0.1907 2.8956 -8.5212
H -1.3464 2.0612 -8.2690
H 2.3221 1.9661 -5.6798
C -5.5628 -1.8974 -0.0679
C -6.0028 -2.5969 1.2499
C -7.4326 -2.1704 1.4762
C -8.5264 -2.8667 0.6186
C -8.3455 -4.3748 0.6395
C -6.8822 -4.9603 0.4805
N -5.9478 -4.1172 1.2500
O -4.6362 -4.6366 1.2751
C -6.9254 -6.3284 1.2889
C -6.4825 -5.0456 -1.0029
C -5.1892 -2.0225 2.3711
H -6.2073 -2.2240 -0.8840
H -4.5266 -2.1675 -0.2712
H -5.6172 -0.8110 0.0031
H -7.6887 -2.5313 2.4723
H -7.4348 -1.0813 1.4307
H -8.4742 -2.4138 -0.3714
H -9.5332 -2.6411 0.9702
H -8.9159 -4.7188 -0.2233
H -8.8209 -4.7595 1.5418
H -7.7929 -6.9055 0.9687
H -6.0399 -6.9461 1.1392
H -7.0793 -6.1371 2.3509
H -6.6909 -4.1067 -1.5160
H -5.4442 -5.3494 -1.1363
H -7.0076 -5.7808 -1.6127
H -4.1312 -2.2314 2.2129
H -5.5381 -2.5724 3.2451
H -5.3902 -0.9798 2.6169
H -4.6415 -5.0109 2.1591
C -7.1549 1.4923 -4.6742
C -5.6185 1.3766 -4.8589
C -5.1238 2.7103 -5.2453
C -5.1234 3.7159 -4.1904
C -4.3073 3.1368 -3.0230
C -4.8022 1.7830 -2.4866
N -5.0499 0.8699 -3.6231
O -5.4335 -0.4017 -3.3228
C -3.5851 1.3486 -1.6411
C -6.0433 1.9662 -1.5563
C -5.2011 0.4434 -6.0206
H -7.5990 0.5587 -4.3289
H -7.6387 1.7927 -5.6036
H -7.4939 2.2443 -3.9618
H -4.1059 2.6366 -5.6282
H -5.7665 3.2169 -5.9653
H -6.0901 4.0670 -3.8292
H -4.6216 4.5754 -4.6348
H -4.4126 3.8497 -2.2052
H -3.2865 3.0458 -3.3942
H -3.3234 1.8876 -0.7305
H -3.8189 0.3687 -1.2250
H -2.8150 1.1401 -2.3838
H -6.4303 0.9723 -1.3315
H -5.6256 2.4566 -0.6770
H -6.7970 2.6514 -1.9444
H -4.1855 0.0767 -5.8716
H -5.2014 0.8528 -7.0308
H -5.7940 -0.4658 -6.1207
H -4.5927 -0.8584 -3.4004
C 5.4028 3.7500 -6.2791
C 6.0836 2.5550 -5.5066
C 7.3617 2.9369 -4.6978
C 7.1462 3.6770 -3.4168
C 6.2513 2.8037 -2.4506
C 4.9047 2.3556 -3.1507
N 5.1430 1.9460 -4.5429
O 4.0597 1.3719 -5.1652
C 4.3320 1.2362 -2.2498
C 3.9745 3.5694 -3.0342
C 6.5896 1.7048 -6.6325
H 6.0854 4.0864 -7.0595
H 5.3224 4.6714 -5.7023
H 4.4413 3.6021 -6.7707
H 8.0477 2.1133 -4.4998
H 7.9927 3.6244 -5.2609
H 6.5803 4.5967 -3.5653
H 8.0807 3.9553 -2.9295
H 6.0918 3.4146 -1.5620
H 6.7628 1.8971 -2.1273
H 3.3220 1.0340 -2.6061
H 4.8512 0.2904 -2.4049
H 4.2235 1.5260 -1.2047
H 3.8540 3.7893 -1.9734
H 4.2715 4.4899 -3.5367
H 3.0699 3.2113 -3.5257
H 7.3456 2.2923 -7.1535
H 5.7826 1.4626 -7.3241
H 7.1302 0.8106 -6.3224
H 4.3930 0.5256 -5.4725
C 1.8923 0.0079 3.4769
C 1.3286 -0.0426 2.0171
C 2.4550 -0.6366 1.1424
C 2.1126 -1.0319 -0.3293
C 0.8071 -1.8680 -0.3028
C -0.3795 -1.2570 0.5521
N 0.1319 -0.8585 1.8808
O -0.9144 -0.4371 2.6383
C -0.8592 -0.0445 -0.2874
C -1.4099 -2.4247 0.7070
C 1.1436 1.4255 1.5883
H 2.6033 0.8104 3.6734
H 2.3425 -0.9515 3.7317
H 1.0828 0.1020 4.2008
H 3.3205 0.0127 1.0102
H 2.8309 -1.5593 1.5845
H 2.9767 -1.5016 -0.7992
H 1.9686 -0.0847 -0.8490
H 1.0321 -2.8233 0.1714
H 0.4909 -2.0584 -1.3284
H -1.4516 0.6427 0.3167
H -0.1241 0.5610 -0.8176
H -1.5347 -0.4237 -1.0542
H -1.5963 -2.8426 -0.2823
H -1.0427 -3.3290 1.1924
H -2.3356 -2.0469 1.1411
H 1.2976 1.6130 0.5256
H 1.8807 2.0732 2.0630
H 0.1255 1.7185 1.8446
H -1.2623 -1.2293 3.0542
C -1.4791 0.1076 5.9263
C -2.5102 1.1659 5.4250
C -3.5365 0.3948 4.5517
C -4.4973 -0.3907 5.3771
C -5.1545 0.4629 6.4395
C -4.2468 1.2735 7.3783
N -3.1680 1.8893 6.5594
O -2.2819 2.7429 7.2872
C -5.1412 2.4058 8.0237
C -3.7614 0.3084 8.4552
C -1.7600 2.2078 4.4977
H -0.7323 0.4767 6.6292
H -0.9965 -0.3619 5.0691
H -1.8590 -0.7497 6.4819
H -4.1516 0.9820 3.8698
H -2.9626 -0.3317 3.9764
H -3.9569 -1.2493 5.7758
H -5.2368 -0.9148 4.7717
H -5.6559 -0.2208 7.1246
H -5.8529 1.0308 5.8248
H -5.5291 3.0378 7.2248
H -5.9919 2.0598 8.6108
H -4.5896 3.0647 8.6943
H -3.3747 -0.6650 8.1532
H -2.9472 0.8327 8.9555
H -4.5429 0.1390 9.1959
H -2.3449 3.1157 4.3501
H -1.5283 1.7864 3.5195
H -0.8368 2.5388 4.9733
H -2.5417 3.5840 6.9043
C 6.9196 1.4444 4.6669
C 5.9198 2.2787 3.8217
C 5.5100 1.6408 2.5126
O 4.7437 2.3532 4.6827
H 7.2211 2.0001 5.5548
H 7.8521 1.3425 4.1119
H 6.4303 0.5343 5.0138
H 6.2799 3.2845 3.6052
H 4.6654 2.2353 2.1643
H 5.2266 0.6255 2.7900
H 6.2918 1.6415 1.7531
H 4.6525 1.5394 5.1837
C -2.9074 -4.0629 -2.8968
C -3.3716 -3.1586 -3.9786
C -4.7864 -3.3286 -4.4262
O -3.2870 -1.8928 -3.4870
H -3.4840 -3.9555 -1.9781
H -1.8784 -3.8429 -2.6122
H -2.9207 -5.1278 -3.1293
H -2.7312 -3.2720 -4.8533
H -4.9095 -4.2852 -4.9341
H -5.0262 -2.4966 -5.0882
H -5.4652 -3.2821 -3.5746
H -2.3941 -1.5420 -3.4499
C 5.0736 -2.4382 -3.3059
C 6.6167 -2.4276 -3.0725
C 7.2789 -1.1554 -2.6251
O 7.0220 -3.4929 -2.2632
H 4.7518 -1.6870 -4.0272
H 4.5664 -2.3648 -2.3439
H 4.8084 -3.4245 -3.6864
H 6.9548 -2.6404 -4.0867
H 8.3653 -1.1962 -2.7033
H 7.0132 -0.7764 -1.6382
H 7.0630 -0.3170 -3.2874
H 6.2999 -4.1251 -2.2800
C 6.5125 -1.7002 1.3037
C 7.0837 -2.1340 2.6320
C 6.6718 -3.4871 3.0487
O 8.4793 -2.1065 2.4768
H 6.8790 -0.7575 0.8974
H 5.4260 -1.7832 1.3319
H 6.8587 -2.4150 0.5571
H 6.8248 -1.3372 3.3293
H 6.5435 -4.2280 2.2596
H 5.7294 -3.4803 3.5964
H 7.4027 -3.9250 3.7286
H 8.6725 -2.6258 1.6928
C 0.7527 -3.6470 5.3256
C 1.5645 -4.8900 4.7866
C 2.3943 -4.4102 3.6117
O 2.5429 -5.0701 5.7586
H 0.2236 -3.8859 6.2481
H -0.0307 -3.4327 4.5986
H 1.2266 -2.6656 5.3471
H 0.9770 -5.7928 4.6195
H 3.1651 -5.1007 3.2692
H 2.8243 -3.4660 3.9462
H 1.8364 -4.1055 2.7263
H 2.3129 -5.8868 6.2077
C 1.1325 5.4577 2.3653
C 2.0782 5.1876 3.5193
C 1.5527 4.1711 4.5362
O 3.2456 4.6674 2.9804
H 0.3857 6.1795 2.6963
H 0.5636 4.6106 1.9822
H 1.5621 5.8406 1.4396
H 2.3203 6.1654 3.9356
H 2.1619 4.1536 5.4399
H 1.5363 3.1330 4.2043
H 0.5536 4.5235 4.7924
H 3.5146 3.9749 3.5885
C 2.2715 1.0179 7.6644
C 3.7856 1.0533 7.5345
C 4.5765 0.6585 8.8205
O 4.0968 0.2675 6.4787
H 1.7946 1.9888 7.5303
H 2.1094 0.6938 8.6925
H 1.7511 0.2876 7.0447
H 4.0059 2.0988 7.3192
H 5.6477 0.6817 8.6200
H 4.3593 -0.3105 9.2698
H 4.3833 1.4511 9.5435
H 4.1035 -0.6402 6.7911
*
```

E_HOMO	-7.589	eV
LUMO energy	0.31	eV

***

Which one sits at the bottom of the stability order? one does.